Entry 1:
Entry from the Open Molecules 2025 dataset: C18H38O as an isolated structure at a distorted geometry (ωB97M-V/def2-TZVPD).

Geometry (Å):
C -3.11871 3.74467 -1.47782
C -1.93345 3.19663 -2.09259
C -1.41383 1.76699 -1.52295
C -0.12940 1.39305 -2.21140
C -0.39333 0.97883 -3.76959
C 1.16393 0.66845 -4.36599
C 1.85553 -0.45151 -3.70946
C 2.88179 -0.41831 -2.74994
C 3.50452 -1.62615 -2.07608
C 2.56894 -2.14309 -0.89624
C 2.74725 -1.43972 0.34088
C 1.71246 -2.05878 1.31038
C -0.03454 -1.72237 1.10578
C -0.26695 -0.38130 1.45827
C -0.54456 -0.04643 2.83128
C -1.53491 -0.54919 3.58102
C -1.82694 -0.08344 5.08823
C -2.90402 -0.75085 5.76607
O -2.78806 -2.37167 6.08657
H -2.55807 -2.61373 5.17083
H -3.88712 -0.69858 5.13134
H -2.83120 -0.34693 6.73690
H -1.72132 0.82357 5.13065
H -0.65604 -0.39186 5.61466
H -1.47451 -2.04030 3.49907
H -2.56712 -0.48889 3.15742
H -0.75459 1.23346 2.94389
H 0.55789 -0.33468 3.45270
H 0.39084 0.48759 0.88704
H -1.32657 -0.16767 1.00118
H -0.34162 -2.57872 1.78294
H -0.11565 -2.09064 0.03539
H 1.93692 -1.50919 2.43736
H 1.79250 -2.93141 1.45637
H 3.55302 -1.19492 0.71910
H 2.38635 -0.43509 0.21318
H 2.89126 -3.28724 -0.70946
H 1.78933 -2.11233 -1.22126
H 4.52400 -1.29162 -1.53773
H 3.92566 -2.30742 -2.80638
H 2.57579 0.53230 -1.81825
H 3.97398 0.32831 -3.26845
H 2.26045 -1.24728 -4.53106
H 0.97264 -1.12560 -3.22018
H 1.04555 0.28710 -5.49566
H 1.75899 1.41256 -4.13106
H -0.65121 1.88538 -4.22591
H -0.99538 0.23890 -3.67790
H 0.66117 2.05970 -2.15279
H 0.39815 0.56535 -1.74426
H -2.17432 1.04876 -1.85263
H -1.31279 1.90075 -0.57833
H -2.12615 2.99136 -3.16014
H -1.10806 4.07794 -1.99153
H -3.48968 4.75914 -1.82317
H -3.77278 3.04902 -1.57927
H -3.07602 3.80711 -0.54106

Calculated values
- Total charge: 0
- Spin multiplicity: 1
- HOMO energy: -9.43 eV
- Kohn-Sham gap: 10.132 eV



Entry 2:
Entry from the Open Molecules 2025 dataset: C18H38O3P2Pb as an isolated structure at a distorted geometry (ωB97M-V/def2-TZVPD).

Geometry (Å):
Pb -0.01854 -1.09851 0.34820
C 1.65298 -0.39621 -1.62337
O 2.40229 -0.39064 -2.49310
C 0.15238 -3.66751 0.05131
O 0.13469 -4.78542 -0.18443
C -1.80773 -1.11047 2.45503
O -2.43814 -1.50169 3.32801
C -1.53077 -0.72534 -3.18509
P -1.82868 -0.11656 -1.46216
H -2.69109 2.10002 -1.65503
H -0.63649 -0.15761 -3.49535
C -3.60410 -0.51543 -1.06954
H -4.14898 -0.18390 -1.97211
C -2.67340 -0.37645 -4.14125
H -2.96345 0.68083 -4.09444
H -3.56598 -0.98620 -3.94522
H -2.35612 -0.58490 -5.17576
C -1.19330 -2.21978 -3.25645
H -2.06251 -2.84806 -3.02458
C -1.24675 2.28525 -0.06254
H -0.36944 -2.50527 -2.59140
H -0.87039 -2.46478 -4.27906
C -0.70099 2.23796 -2.51080
H -0.18041 2.09249 0.15789
H -1.34624 3.37763 -0.08569
H -1.84025 1.90355 0.77897
C -1.67245 1.73529 -1.43485
H -0.53780 3.31703 -2.37823
H -1.09681 2.08905 -3.52152
H 0.28708 1.75664 -2.45356
C -4.10141 0.26903 0.15010
H -3.54369 0.01443 1.06341
H -5.15363 0.01078 0.33344
H -4.04653 1.34851 -0.00976
C -3.83522 -2.02094 -0.86362
H -3.23729 -2.43336 -0.03667
H -3.63179 -2.61186 -1.76235
H -4.88874 -2.18888 -0.59198
H 0.55614 4.77582 0.29771
H 1.08112 4.66023 0.82417
C 4.78369 -0.37903 0.39646
C 4.08541 -0.81136 1.69340
P 2.31521 -0.41461 1.73932
C 1.70958 -1.16716 3.29464
C 2.59967 -1.01598 4.52683
C 2.25153 1.41021 1.81310
C 3.26879 2.13150 2.69935
H 4.36567 -0.88872 -0.48407
H 5.84886 -0.65633 0.46934
H 4.73592 0.70501 0.20892
H 4.17237 -1.90233 1.79206
H 4.56470 -0.33466 2.56021
H 0.71255 -0.76464 3.51001
H 1.57462 -2.24577 3.10037
H 2.65534 0.03737 4.84503
H 2.13764 -1.58622 5.34247
H 3.61551 -1.39930 4.38802
H 2.36608 1.79119 0.77996
H 1.23585 1.69589 2.12043
H 4.31483 1.90121 2.45031
H 3.13522 3.21530 2.56050
H 3.10342 1.91365 3.76500

Calculated values
- Total charge: +4
- Spin multiplicity: 1
- HOMO energy (spin up / spin down): -23.21 / -23.21 eV
- Kohn-Sham gap (spin up / spin down): 6.132 / 6.132 eV



Entry 3:
Entry from the Open Molecules 2025 dataset: C18H38OP2Pb as an isolated structure at a distorted geometry (ωB97M-V/def2-TZVPD).

Geometry (Å):
P -0.75946 -0.12992 -3.00085
P -0.90756 -2.47441 -0.14007
C -0.11546 -1.89493 -2.86726
C -1.02282 -2.75856 -1.99240
H 0.93325 -1.85282 -2.51984
H -0.09599 -2.28616 -3.89978
H -2.08033 -2.55154 -2.22808
H -0.80982 -3.81454 -2.22613
C 0.76090 -3.35138 -0.03951
H 1.19192 -3.20735 0.95683
H 1.47792 -2.94645 -0.76959
H 0.65247 -4.43108 -0.22694
C -1.93800 -3.92508 0.30264
H -1.41776 -4.87670 0.14572
H -2.85715 -3.91074 -0.29122
H -2.19744 -3.82885 1.36042
C 0.58197 0.19823 -4.24421
H 0.80812 1.26553 -4.27813
H 0.23400 -0.12403 -5.23413
H 1.49981 -0.35756 -4.01552
C -2.09894 -0.37747 -4.25396
H -2.85723 -1.08553 -3.88671
H -1.65802 -0.74022 -5.19598
H -2.55016 0.61669 -4.41383
Pb -3.12601 0.53889 1.41061
C 1.75912 -0.52799 1.39470
C 2.93777 -0.67153 0.76103
C 3.51586 0.15037 -0.34683
C 3.30088 1.72535 -0.33843
C 2.23037 2.13575 -1.29391
C 0.98699 1.67651 -1.31899
C 0.40196 0.56675 -0.44949
C 0.68183 0.48964 1.07413
C -2.46090 2.61627 0.83447
H 1.51347 -1.17614 2.24870
H 3.61632 -1.47751 1.06829
H 3.26925 -0.27279 -1.35189
H 4.59234 -0.07473 -0.28237
H 3.19902 2.09447 0.68818
H 4.31233 2.06450 -0.63760
H 2.49405 2.86544 -2.04600
H 0.22909 2.17152 -1.95436
H 0.73142 -0.40625 -0.87464
H -0.70441 0.56143 -0.58760
H 0.85940 1.45996 1.56961
H -0.28887 0.15365 1.50854
H -3.10586 3.46144 1.03858
H -2.32384 2.48820 -0.22519
H -1.51059 2.73005 1.32024
C -1.78685 3.16866 4.74430
C -1.17313 2.05096 3.91373
C -0.26086 1.19669 4.75868
O -2.16704 1.23994 3.30491
H -2.36999 2.73488 5.56353
H -2.44362 3.81437 4.15376
H -1.00721 3.80452 5.19620
H -0.56167 2.55840 3.14526
H -0.86807 0.74387 5.54134
H 0.22510 0.40205 4.19308
H 0.52814 1.78730 5.23390

Calculated values
- Total charge: +2
- Spin multiplicity: 1
- HOMO energy (spin up / spin down): -14.53 / -14.50 eV
- Kohn-Sham gap (spin up / spin down): 5.464 / 4.478 eV



Entry 4:
Entry from the Open Molecules 2025 dataset: C18H39AgN2O5P as an isolated structure at a distorted geometry (ωB97M-V/def2-TZVPD).

Geometry (Å):
Ag -0.33690 1.55079 -0.59235
C -0.98079 2.08639 -5.42534
C -0.90143 2.05182 -3.91469
C -2.33722 2.05061 -3.29759
O -0.35868 0.75611 -3.51117
C -0.14751 3.19543 -3.25221
O 0.00564 4.19392 -3.96082
O 0.27718 3.09381 -2.02479
H -1.63396 1.22265 -5.67472
H 0.04119 1.93225 -5.89060
H -1.50774 3.00687 -5.73804
H -2.88976 1.18743 -3.65363
H -2.91388 2.99559 -3.51743
H -2.22714 2.12625 -2.16396
H 0.40048 0.56668 -4.07249
N 3.46125 5.10424 0.58451
C 2.53035 4.07418 0.35546
C 1.25146 4.17148 1.20333
O 0.43138 3.23608 1.33096
O 1.14446 5.31763 1.93407
H 3.52111 5.95462 0.04401
H 4.40350 4.81198 0.67086
H 2.01952 5.77067 1.89466
H 2.99984 3.09824 0.58002
H 2.23951 4.02250 -0.68033
C -2.85794 -2.04754 2.15599
C -1.41078 -1.62047 2.51217
C -0.87681 -2.64083 3.56842
C -1.70316 -0.28420 3.28269
P -0.34625 -1.42763 0.98438
N -1.01839 -0.14812 0.46101
C 1.50171 -1.21916 1.40151
C 2.18879 -2.49670 1.92598
C 2.35386 -0.71390 0.14233
C 1.63350 -0.09718 2.49889
C -0.67029 -2.68950 -0.39581
C -0.55656 -4.22141 -0.02853
C 0.33418 -2.49833 -1.59505
C -2.11595 -2.43497 -0.99727
H -3.50815 -2.05534 3.08357
H -2.87162 -2.97088 1.62990
H -3.37474 -1.38193 1.47880
H -1.69058 -2.93983 4.17691
H -0.00967 -2.21690 4.16270
H -0.54663 -3.60746 3.13121
H -2.30609 -0.51771 4.18225
H -2.13722 0.46626 2.61638
H -0.78871 0.25188 3.63299
H 2.10948 -3.24786 1.10394
H 1.64348 -2.96571 2.72076
H 3.17340 -2.27644 2.29668
H 2.62735 -1.49499 -0.54155
H 3.30834 -0.23933 0.42784
H 1.83420 0.04945 -0.46058
H 1.19264 -0.45499 3.46925
H 1.10868 0.81800 2.16927
H 2.70517 0.07952 2.61351
H 0.44513 -4.44670 0.27358
H -0.72655 -4.86799 -0.89552
H -1.25954 -4.55440 0.70981
H 1.23685 -3.02737 -1.38779
H 0.48703 -1.45555 -1.72086
H -0.21224 -2.88867 -2.47288
H -3.00301 -2.41863 -0.26519
H -2.26366 -3.20005 -1.75094
H -2.12112 -1.47468 -1.52845

Calculated values
- Total charge: -1
- Spin multiplicity: 1
- HOMO energy: -3.22 eV
- Kohn-Sham gap: 5.904 eV



Entry 5:
Entry from the Open Molecules 2025 dataset: C18H39AsN3OPReS4 as an isolated structure (ωB97M-V/def2-TZVPD).

Geometry (Å):
Re -0.43336 -1.17655 1.17593
S -3.92020 -4.16848 3.55459
As -3.11726 -2.69966 2.22132
S -1.94954 -0.84163 2.77604
S -1.56362 -3.01356 0.60765
S -5.22990 -3.05901 2.20472
C -3.58305 2.21604 -2.19855
C -3.07873 1.04262 -1.34118
C -3.66746 1.15040 0.07335
C -3.58139 -0.28668 -1.92327
P -1.21151 1.05917 -1.29107
N -0.78510 -0.05000 -0.06033
C -0.41592 0.33061 -2.82861
C -0.99523 1.01340 -4.07956
C 1.10565 0.52732 -2.82561
C -0.66017 -1.18571 -2.88888
C -0.46034 2.67079 -0.69885
C -1.34848 3.32146 0.36998
C -0.32341 3.63048 -1.89358
C 0.90855 2.42993 -0.04257
H -4.66351 2.09896 -2.30023
H -3.16527 2.23061 -3.20308
H -3.40822 3.18104 -1.72729
H -4.75211 1.09368 -0.03254
H -3.44555 2.08290 0.57911
H -3.35374 0.31970 0.70593
H -4.67043 -0.27001 -1.85943
H -3.23031 -1.14652 -1.34841
H -3.32837 -0.42881 -2.97031
H -0.84888 2.09252 -4.07550
H -2.04905 0.79817 -4.23593
H -0.45573 0.61810 -4.94191
H 1.41560 1.56682 -2.86839
H 1.48812 0.04259 -3.72556
H 1.57485 0.03958 -1.97072
H -1.70528 -1.47467 -2.89373
H -0.14877 -1.70701 -2.07753
H -0.22165 -1.54040 -3.82322
H -2.28827 3.69549 -0.02762
H -0.80118 4.18245 0.75777
H -1.54495 2.65667 1.21257
H -1.27057 3.80621 -2.40152
H 0.41248 3.30543 -2.62404
H 0.01377 4.59126 -1.50052
H 0.80928 1.88658 0.89954
H 1.32025 3.41102 0.19977
H 1.62894 1.92843 -0.67981
C 3.15176 -1.41319 0.08326
N 3.44517 -1.77899 1.46602
C 4.84540 -2.06813 1.84738
C 5.04170 -1.79182 3.32354
C 3.99604 -2.52856 4.13438
N 2.64661 -2.21632 3.61732
C 1.49571 -2.35117 4.51756
C 2.47896 -1.87000 2.36036
O 1.22971 -1.60953 1.97206
H 4.06832 -1.50527 -0.49185
H 2.80776 -0.37914 0.01943
H 2.41637 -2.08764 -0.35898
H 5.48245 -1.42477 1.24434
H 5.06926 -3.10642 1.59519
H 4.97451 -0.71916 3.51469
H 6.03507 -2.11656 3.62754
H 4.02104 -2.21768 5.17634
H 4.14106 -3.61011 4.09673
H 1.86417 -2.69890 5.47724
H 0.78847 -3.08596 4.13509
H 0.99948 -1.39240 4.66346

Calculated values
- Total charge: +3
- Spin multiplicity: 1
- HOMO energy: -17.52 eV
- Kohn-Sham gap: 7.113 eV



Entry 6:
Entry from the Open Molecules 2025 dataset: a 8-piece molecular cluster, C18H39BCl14F2NP overall (ωB97M-V/def2-TZVPD).

Geometry (Å):
N -0.91478 -4.95248 1.43325
P -0.96711 -4.63439 -0.11086
B -0.94553 -2.72669 -0.45604
C 0.45521 -2.08212 -0.71620
C 1.41893 -2.27805 0.44696
F 0.99543 -1.50399 1.52560
C -2.24481 -1.88261 -0.30392
C -3.57230 -2.60004 -0.35544
F -4.60889 -1.71299 -0.02138
H -0.90457 -4.13125 2.02552
H 0.07699 -5.20791 -0.87340
H -2.05347 -5.23010 -0.79403
H 0.39429 -1.01286 -0.93340
H 0.92008 -2.57851 -1.57953
H 1.44706 -3.31543 0.78927
H 2.42168 -1.96102 0.17047
H -2.15043 -1.39460 0.68069
H -2.21465 -1.06666 -1.03748
H -3.61634 -3.42685 0.35915
H -3.80672 -2.98590 -1.35066
Cl 3.50848 -0.14214 -1.36247
C 4.16033 0.02184 -3.01469
C 3.33338 0.95610 -3.85715
Cl 1.71309 0.28155 -4.20771
H 4.19719 -0.97628 -3.44480
H 5.17367 0.40872 -2.92254
H 3.82806 1.11377 -4.81271
H 3.18331 1.91143 -3.36082
Cl -2.61795 -0.65741 3.26637
C -4.24537 -0.04204 2.83751
C -4.98701 0.43892 4.05569
Cl -5.41847 -0.91319 5.14252
H -4.76678 -0.84109 2.32009
H -4.09666 0.78999 2.15167
H -5.91736 0.92145 3.76154
H -4.38465 1.12802 4.63985
Cl -7.06522 2.79950 6.35384
C -7.63485 1.50761 7.44755
C -8.54145 0.52584 6.75075
Cl -10.10606 1.26059 6.30014
H -8.14616 1.99164 8.27548
H -6.74743 0.99242 7.81250
H -8.75941 -0.30169 7.42370
H -8.08425 0.13890 5.84642
Cl 6.01123 1.53037 -10.01852
C 4.46665 1.79880 -9.16776
C 4.64568 2.57400 -7.88916
Cl 5.52734 1.63020 -6.65100
H 4.02262 0.82459 -8.98113
H 3.82451 2.36591 -9.83946
H 3.67415 2.82199 -7.46688
H 5.20573 3.49137 -8.04744
Cl 6.91258 -2.29072 -0.78574
C 6.13133 -3.67589 0.02233
C 5.40910 -4.56483 -0.95917
Cl 3.98585 -3.74665 -1.65819
H 5.44939 -3.27698 0.76889
H 6.91764 -4.24385 0.51607
H 5.04906 -5.45816 -0.45257
H 6.05794 -4.85057 -1.78272
Cl 2.00736 5.32828 -7.52477
C 2.17727 6.14766 -5.94624
C 3.61923 6.25984 -5.52088
Cl 4.32452 4.66766 -5.13270
H 1.59336 5.58372 -5.22386
H 1.75185 7.14283 -6.05973
H 3.68782 6.86932 -4.62181
H 4.22810 6.70324 -6.30437
Cl -0.58457 2.82612 7.20275
C -1.26536 1.54818 8.24307
C -2.25256 0.68064 7.50502
Cl -3.74022 1.57048 7.07961
H -1.72941 2.03546 9.09660
H -0.43297 0.93520 8.58398
H -2.55127 -0.15447 8.13606
H -1.83249 0.29631 6.57843

Calculated values
- Total charge: 0
- Spin multiplicity: 1
- HOMO energy: -8.70 eV
- Kohn-Sham gap: 8.588 eV



Entry 7:
Entry from the Open Molecules 2025 dataset: a 6-piece molecular cluster, C18H39F2NO13 overall at a distorted geometry (ωB97M-V/def2-TZVPD).

Geometry (Å):
N -17.56536 -70.62163 32.58685
H -17.62536 -70.25696 33.50193
H -16.52126 -70.71867 32.45092
H -17.69173 -69.71439 32.07546
H -17.98952 -71.50419 32.29122
O -16.57847 -68.00057 32.89215
H -16.02910 -67.20571 32.81775
C -15.19164 -69.62925 35.27196
C -14.14313 -69.69380 36.38908
O -14.65179 -70.74378 37.26454
C -15.58043 -71.38858 36.61182
O -16.03682 -72.50486 37.11070
O -15.93592 -70.80938 35.54466
F -14.13995 -68.54725 36.93819
H -14.89079 -69.64512 34.17833
H -15.80824 -68.82813 35.13778
H -13.29515 -69.74383 36.07195
C -15.85525 -67.13492 29.47609
C -15.46252 -68.63716 29.24287
O -14.11396 -68.73615 29.37820
C -13.59370 -67.58621 29.41634
O -12.34353 -67.43532 29.57274
O -14.50714 -66.64233 29.48675
F -15.87270 -68.98685 28.01232
H -16.41232 -67.05565 30.53683
H -16.41094 -66.84375 28.56580
H -15.85344 -69.18792 30.04574
C -13.96147 -71.85291 32.73782
O -15.08973 -72.37198 31.89951
C -14.91754 -72.20611 30.50047
C -16.25717 -72.49894 29.77910
O -16.85545 -71.47888 29.77113
C -18.15534 -71.61037 29.24375
C -18.75171 -70.21280 28.81279
O -18.66705 -69.30427 29.85949
C -19.12894 -68.08599 29.42421
H -14.05799 -71.87609 33.70999
H -13.65979 -70.71952 32.63922
H -13.03932 -72.36795 32.48862
H -14.24078 -73.14203 30.30340
H -14.40806 -71.41044 30.33578
H -16.77067 -73.47617 29.97383
H -15.92100 -72.88543 28.74824
H -18.82687 -71.86105 30.25024
H -18.32183 -72.28281 28.32015
H -19.66307 -70.38927 28.63742
H -18.26001 -69.66842 28.14586
H -18.97725 -67.23541 30.13277
H -20.14316 -68.07421 29.48131
H -19.02681 -67.65490 28.46268
C -17.19407 -74.57445 32.80701
O -17.77517 -73.49848 33.54201
C -18.40508 -73.81461 34.72234
C -19.17041 -72.64296 35.26339
O -19.84207 -72.01156 34.43911
C -20.81908 -71.11862 34.87048
C -21.09576 -70.09905 33.73197
O -19.95304 -69.28190 33.44713
C -20.36807 -68.20380 32.61712
H -16.40578 -75.07001 33.33555
H -16.48155 -74.12128 32.01975
H -17.91192 -75.38565 32.24338
H -17.70884 -74.18968 35.45443
H -19.02320 -74.66544 34.48945
H -18.34213 -71.96094 35.63129
H -19.50161 -73.00430 36.08391
H -20.62833 -70.57597 35.79396
H -21.60790 -71.77026 35.11497
H -22.01430 -69.50238 33.99768
H -21.37990 -70.56462 32.76829
H -20.93585 -67.45734 33.17027
H -20.91365 -68.09991 31.49845
H -19.58175 -67.48532 32.55078

Calculated values
- Total charge: 0
- Spin multiplicity: 1
- HOMO energy: -7.72 eV
- Kohn-Sham gap: 8.098 eV